Entry from the Open Molecules 2025 dataset: an isolated molecule of C2H5N5O (the ωB97M-V functional and the def2-TZVPD basis).

Last column: natural (NBO) charge in e.
Positions of all 13 atoms, in Å:
H (3.0130, -0.4245, -0.4856)  0.381
N (2.2624, 0.1535, -0.1977)  -0.729
C (1.1087, -0.2355, 0.0045)  0.501
N (0.6447, -1.5922, -0.0951)  -0.445
C (-0.6215, -1.4810, 0.0940)  0.254
N (-1.1449, -0.2645, 0.4671)  -0.029
O (-2.0391, 0.2894, -0.5350)  -0.557
N (0.0900, 0.5893, 0.4940)  -0.180
N (0.0794, 1.9002, -0.0886)  -0.615
H (-1.3994, -2.2716, -0.0749)  0.208
H (-2.7801, 0.7295, -0.1296)  0.483
H (0.0467, 2.4363, 0.7282)  0.350
H (0.9881, 2.0098, -0.4069)  0.377

Summary:
HOMO energy: -8.91 eV
spin multiplicity: 1
lowest unoccupied orbital energy: 0.3300 eV
ΔE to the lowest compared entry with this formula, charge and spin: 366.40 kJ/mol
E_tot: -428.083573 Ha